Entry 1:
{
  "formula": "C34H39BN3O6PRu",
  "method": "ωB97M-V/def2-TZVPD",
  "s_squared": 8.839,
  "charge": 1,
  "spin_multiplicity": 6,
  "orbital_gap_ev": [5.427, 5.506],
  "lumo_ev": [-2.891, -4.808],
  "de_lowest_ev": 0.467,
  "species": ["Ru", "C", "C", "N", "C", "C", "C", "C", "C", "C", "C", "N", "C", "C", "C", "C", "C", "C", "C", "C", "N", "C", "H", "H", "H", "H", "H", "H", "H", "H", "H", "H", "H", "H", "C", "O", "P", "O", "C", "O", "C", "H", "H", "H", "H", "H", "H", "H", "H", "H", "C", "C", "C", "C", "C", "C", "C", "C", "O", "B", "O", "C", "C", "H", "H", "H", "H", "H", "H", "H", "H", "H", "H", "H", "H", "C", "C", "C", "O", "H", "H", "H", "H", "H", "H"],
  "positions_angstrom": [[0.9853, 0.5084, 0.5439], [4.8475, 1.0868, 3.1320], [3.8595, 0.4478, 2.3726], [3.0391, 1.0940, 1.5722], [3.1905, 2.4336, 1.4386], [4.1614, 3.1683, 2.1560], [4.9878, 2.4459, 3.0413], [4.2730, 4.5613, 1.9447], [3.4498, 5.1889, 1.0431], [2.5175, 4.4648, 0.2953], [2.3853, 3.0902, 0.4626], [1.5161, 2.3186, -0.2710], [1.3019, 2.6281, -1.5882], [2.3914, 3.0993, -2.3789], [2.2106, 3.4201, -3.7016], [0.9445, 3.3419, -4.2658], [-0.1669, 2.8931, -3.5192], [-1.4659, 2.8833, -4.0684], [-2.5426, 2.4949, -3.2625], [-2.3178, 2.0457, -2.0003], [-1.0352, 1.9459, -1.4602], [0.0278, 2.4619, -2.1789], [5.4848, 0.5048, 3.7829], [3.7404, -0.6267, 2.4184], [5.7282, 2.9753, 3.6279], [5.0184, 5.1196, 2.4962], [3.5223, 6.2591, 0.9041], [1.8661, 4.9682, -0.4072], [3.3708, 3.1564, -1.9238], [3.0536, 3.7479, -4.2954], [0.7890, 3.6216, -5.2995], [-1.6111, 3.2115, -5.0877], [-3.5575, 2.5404, -3.6309], [-3.1203, 1.7124, -1.3598], [1.7861, -1.6277, 4.1580], [1.1414, -0.3736, 3.9504], [0.1385, -0.1172, 2.7152], [-0.7917, 0.9650, 3.3942], [-0.8023, 2.3506, 3.0442], [-0.8372, -1.3894, 2.7907], [-0.6860, -2.5173, 1.9223], [1.1084, -2.3151, 4.6637], [2.6470, -1.4405, 4.7952], [2.1188, -2.0795, 3.2193], [-1.8386, 2.6752, 3.0219], [-0.3544, 2.5193, 2.0614], [-0.2565, 2.9163, 3.7984], [-1.6768, -2.8139, 1.5874], [-0.2243, -3.3408, 2.4683], [-0.0660, -2.2772, 1.0515], [-5.6441, -4.4083, 0.2137], [-4.2883, -4.1691, -0.4557], [-3.3246, -5.2846, -0.0212], [-4.4929, -4.2438, -1.9766], [-3.6852, -2.8175, -0.0784], [-4.2447, -1.9993, 0.9046], [-3.7256, -0.7478, 1.2308], [-2.6159, -0.3255, 0.5379], [-1.9714, 0.8804, 0.5932], [-0.9588, 0.8412, -0.4106], [-0.9584, -0.4934, -0.9913], [-2.0235, -1.1427, -0.4216], [-2.5322, -2.3797, -0.7408], [-6.0481, -5.3655, -0.1172], [-6.3590, -3.6304, -0.0601], [-5.5547, -4.4480, 1.3001], [-3.7380, -6.2616, -0.2789], [-3.1640, -5.2570, 1.0583], [-2.3565, -5.1818, -0.5151], [-4.9788, -5.1860, -2.2351], [-3.5490, -4.1975, -2.5204], [-5.1285, -3.4275, -2.3244], [-5.1289, -2.3276, 1.4308], [-4.1821, -0.1190, 1.9837], [-2.0494, -2.9775, -1.5033], [3.9536, -1.7703, -2.1453], [2.6502, -1.1320, -1.7757], [1.8261, -0.5857, -2.9012], [2.2977, -1.0690, -0.6050], [3.7955, -2.5698, -2.8698], [4.4637, -2.1589, -1.2675], [4.5813, -1.0165, -2.6259], [1.5432, -1.3931, -3.5793], [2.4167, 0.1297, -3.4784], [0.9229, -0.1124, -2.5286]]
}

---

Entry 2:
{
  "formula": "C20H28F3MgO5S",
  "method": "ωB97M-V/def2-TZVPD",
  "charge": -1,
  "orbital_gap_ev": 6.224,
  "lumo_ev": 2.245,
  "species": ["O", "C", "C", "H", "H", "C", "H", "H", "C", "H", "H", "H", "C", "H", "H", "H", "Mg", "C", "C", "C", "H", "C", "C", "H", "H", "H", "H", "C", "C", "C", "H", "C", "C", "H", "H", "H", "H", "O", "C", "C", "H", "H", "C", "H", "H", "C", "H", "H", "H", "H", "F", "C", "F", "F", "S", "O", "O", "O"],
  "positions_angstrom": [[-0.3087, 0.4796, 0.3489], [0.7062, -0.0733, -0.5928], [0.2146, 0.8306, -1.7190], [0.5388, -1.1463, -0.7232], [1.7189, 0.1017, -0.2162], [-0.9244, 1.2353, -0.7549], [-0.0984, 0.3238, -2.6285], [0.8954, 1.6554, -1.9418], [-2.2569, 0.6210, -1.1269], [-2.1842, -0.4727, -1.1461], [-2.5690, 0.9644, -2.1246], [-3.0442, 0.9042, -0.4150], [-1.0389, 2.7059, -0.4353], [-0.0521, 3.1600, -0.2969], [-1.6245, 2.8600, 0.4821], [-1.5489, 3.2320, -1.2549], [-0.2001, 0.4019, 2.5463], [0.6530, 1.9701, 4.1130], [1.5914, 0.9062, 3.9931], [2.1373, 0.9587, 2.6849], [1.8511, 0.1876, 4.7628], [1.5338, 2.0388, 1.9948], [0.5977, 2.6575, 2.8688], [-0.0289, 3.5161, 2.6341], [0.0914, 2.2203, 5.0083], [2.8688, 0.2701, 2.2748], [1.7398, 2.3314, 0.9700], [-1.6660, -0.0307, 4.4196], [-2.1276, 1.1489, 3.7769], [-2.5373, 0.8038, 2.4582], [-2.1704, 2.1464, 4.2069], [-2.3234, -0.5933, 2.2919], [-1.7948, -1.1071, 3.5052], [-1.5121, -2.1391, 3.6860], [-1.2727, -0.1014, 5.4287], [-2.9703, 1.4900, 1.7351], [-2.4975, -1.1729, 1.3918], [0.4940, -1.2445, -4.8097], [0.0455, -0.1424, -5.6392], [0.2045, -0.5356, -7.1107], [0.6630, 0.7532, -5.4119], [-0.9944, 0.0934, -5.3610], [1.4193, -1.4793, -7.0413], [0.3502, 0.3147, -7.7647], [-0.6775, -1.1018, -7.4337], [1.1858, -2.1753, -5.6954], [2.3388, -0.8827, -6.9902], [1.4805, -2.1690, -7.8738], [2.1187, -2.4884, -5.2037], [0.5586, -3.0795, -5.8376], [1.4455, -3.8024, 5.2296], [1.4922, -2.5702, 4.7413], [0.5784, -1.8023, 5.3917], [2.7191, -2.0509, 4.9190], [1.0789, -2.6689, 2.7173], [2.3620, -3.1404, 2.2889], [0.0851, -3.7029, 2.6958], [0.6648, -1.4097, 1.9833]]
}

---

Entry 3:
{
  "formula": "ClFH2NOP",
  "method": "ωB97M-V/def2-TZVPD",
  "smiles": "N=[P@@](O)(F)Cl",
  "orbital_gap_ev": 9.658,
  "lumo_ev": 0.291,
  "de_lowest_ev": 1.215,
  "species": ["N", "P", "O", "F", "Cl", "H", "H"],
  "positions_angstrom": [[1.2687, 0.6078, 0.7371], [-0.2968, -0.0511, 0.0070], [0.0104, -0.8506, -1.2965], [-1.0481, -1.1991, 0.8659], [-1.8816, 1.0698, -0.3919], [0.9908, 1.1816, 1.5150], [0.9565, -0.7583, -1.4367]]
}